Below is the molecule C4H10N2 in a non-equilibrium geometry, with properties calculated with ωB97M-V/def2-TZVPD.

XYZ file:
```
16
Properties=species:S:1:pos:R:3
C -2.07 -0.06 -0.24
C -1.03 -0.77 -1.02
C 0.35 0.00 -0.71
N 0.67 0.31 0.66
C 1.94 -0.02 1.09
N 2.75 0.71 1.74
H -3.13 -0.49 -0.39
H -1.88 -0.16 0.83
H -2.00 0.97 -0.65
H -1.27 -0.69 -2.07
H -0.78 -1.82 -0.87
H 1.26 -0.63 -1.00
H 0.34 0.92 -1.29
H 0.27 1.13 1.08
H 2.21 -0.95 0.57
H 2.37 1.55 2.26
```

- Relative energy (zero: lowest compared OMol25 entry of this formula, charge and spin): 32.30 kcal per mole
- HOMO-LUMO gap: 9.82 eV
- Strongest force on any atom: 2.67 eV/A